No. 1
ORCA calculation (ωB97M-V with the def2-TZVPD basis set) on C11H20Cl2O2W as an isolated structure.

For the orbital gap (alpha / beta), the calculation gives 5.177 / 5.148 eV. The LUMO energy (alpha / beta) is 5.3 / 5.2 eV.

Geometry as ORCA input:
```
! RIJCOSX wB97M-V def2-TZVPD def2/J DEFGRID3
* xyz -2 3
W -0.80378 -0.83814 0.82729
Cl -2.75511 -1.09866 -0.52349
Cl -0.45150 -2.86005 1.66689
O -2.82521 3.69984 0.24959
O -0.01013 0.19792 2.42885
C 2.29015 1.21826 1.15408
C 1.34728 0.50373 0.25714
C 0.47386 1.12240 -0.67056
C 1.32844 -0.92025 0.03359
C 2.32593 -1.86688 0.59509
C 0.15314 -2.46965 -1.71588
C -2.53514 -0.67832 2.30831
C 0.37303 2.58951 -0.88920
C -0.94542 0.39613 -2.66755
C -0.13335 0.11957 -1.45869
C 0.36143 -1.17594 -1.02774
H -0.27864 0.64466 -3.50695
H 3.26564 1.34141 0.66431
H 0.09009 -3.28921 -0.99909
H 2.07170 -2.91212 0.42527
H -0.46644 1.05357 2.45757
H -3.36901 -1.38805 2.18460
H 0.43330 3.13770 0.05997
H 1.17891 2.97675 -1.53940
H 2.43068 -1.70161 1.67162
H 0.98850 -2.67378 -2.39502
H -1.55981 -0.45520 -2.96084
H -2.19013 -0.64506 3.35167
H -0.58243 2.86296 -1.34452
H 3.30478 -1.68453 0.14013
H -2.60564 2.77739 0.53066
H 2.44086 0.68338 2.09628
H -0.78700 -2.47500 -2.27378
H 1.91326 2.21810 1.38584
H -2.86348 0.33522 2.00007
H -1.60875 1.25394 -2.51612
*
```

Löwdin charges, unit e, in atom order: number 1, W, carries 0.975; number 2, Cl, carries 0.034; number 3, Cl, carries 0.068; number 4, O, carries -0.707; number 5, O, carries -0.463; number 6, C, carries -0.051; number 7, C, carries -0.284; number 8, C, carries -0.246; number 9, C, carries -0.410; number 10, C, carries -0.108; number 11, C, carries -0.109; number 12, C, carries -0.426; number 13, C, carries -0.049; number 14, C, carries -0.087; number 15, C, carries -0.323; number 16, C, carries -0.463; number 17, H, carries 0.084; number 18, H, carries 0.082; number 19, H, carries 0.035; number 20, H, carries 0.045; number 21, H, carries -0.002; number 22, H, carries -0.052; number 23, H, carries 0.074; number 24, H, carries 0.077; number 25, H, carries 0.070; number 26, H, carries 0.071; number 27, H, carries 0.039; number 28, H, carries -0.037; number 29, H, carries 0.062; number 30, H, carries 0.071; number 31, H, carries -0.211; number 32, H, carries 0.072; number 33, H, carries 0.053; number 34, H, carries 0.072; number 35, H, carries -0.038; number 36, H, carries 0.081

=====

No. 2
ORCA calculation (ωB97M-V with the def2-TZVPD basis set) on C44H28ClN4O4Pd as an isolated structure.

The calculation puts the energy above the lowest of the compared OMol25 structures with the same formula, charge and spin at 190.1 kcal per mole. For the orbital gap (alpha / beta), the calculation gives 4.504 / 4.523 eV. The LUMO energy (alpha / beta) is -4.9 / -4.9 eV.

Geometry as ORCA input:
```
! RIJCOSX wB97M-V def2-TZVPD def2/J DEFGRID3
* xyz 1 1
Pd -0.54542 0.04855 -0.17775
Cl -2.07683 1.44515 -3.24643
O -1.13537 -0.44026 -2.10775
O -2.07293 1.30223 -0.23999
O -3.24361 2.00838 -3.94104
O -0.36724 2.80315 -4.90755
N 0.03182 -1.81106 -2.80883
N 0.83931 -1.45144 0.09085
N -1.59213 2.45898 -0.71340
N -0.18306 0.77734 1.62350
C 2.98762 -3.02635 -4.07498
C 0.12183 1.87314 -4.42587
C -3.50192 -2.13184 -2.79687
C 0.82788 4.68153 2.87682
C 1.44864 -3.33125 1.29355
C -0.72226 4.51217 -0.79267
C 0.44432 -1.42379 2.53497
C -5.92088 -0.87274 -2.25434
C -0.62126 -2.44666 4.53471
C 1.12242 -1.14640 -2.87485
C 0.02672 -0.04141 2.66289
C 4.17777 -3.06242 -1.97900
C 1.90343 -3.47108 0.03261
C 0.83119 -2.02682 1.37531
C -0.08465 0.67231 3.88291
C -5.88309 -2.24045 -2.48420
C 4.07049 -3.62525 -4.69927
C 0.67770 -3.55482 6.22700
C 1.83815 -3.27418 5.52114
C -1.04195 6.73462 2.78322
C 1.07425 5.87282 3.53750
C -4.67269 -2.86786 -2.75162
C 5.25855 -3.65004 -2.61060
C 1.51490 -2.28218 -0.69330
C -0.55170 -3.14181 5.73129
C 5.20665 -3.93812 -3.96938
C -0.41827 2.04469 2.12334
C -4.75685 -0.12233 -2.29866
C -1.12031 4.16247 -2.07065
C 0.13757 6.89725 3.49678
C -1.28263 5.55355 2.10152
C -0.99424 3.42942 0.07989
C -0.35357 4.51172 2.15101
C 1.77077 -2.59037 4.31596
C 3.02406 -2.74295 -2.70578
C -0.61500 3.25491 1.41834
C -3.54754 -0.75295 -2.58086
C 1.21201 1.02779 -4.32722
C -0.34527 1.97199 3.54484
C 1.65594 -0.03858 -3.58511
C -2.26654 -0.05698 -2.60800
C 0.53993 -2.17810 3.81289
C 1.89187 -2.05013 -2.08617
C -1.66416 2.86789 -1.97201
H 0.32805 7.82439 4.02083
H 2.74206 -0.10504 -3.59238
H -1.57998 -2.12126 4.14955
H 6.05284 -4.40426 -4.45589
H 1.99894 6.00351 4.08328
H 4.02175 -3.85548 -5.75501
H 1.97285 1.52742 -4.92596
H -0.49609 2.80246 4.21292
H 4.24341 -2.81015 -0.92891
H 2.79911 -3.58413 5.90953
H -2.55218 -2.61209 -2.99575
H -0.23226 5.42743 -0.50248
H -1.45906 -3.36027 6.27830
H 0.73058 -4.09124 7.16489
H 2.67683 -2.35766 3.77010
H -1.77643 7.52824 2.75929
H 0.03788 0.25694 4.86846
H -1.00847 4.73812 -2.97288
H 1.52514 -4.03226 2.10701
H 6.15103 -3.87713 -2.04301
H 1.56062 3.88539 2.89571
H -2.20612 5.41882 1.55350
H -6.86136 -0.38520 -2.03526
H 2.08813 -2.81338 -4.63955
H -4.64060 -3.93493 -2.92699
H -6.79653 -2.81907 -2.45209
H -4.79003 0.94312 -2.11601
H 2.41547 -4.31375 -0.39986
*
```

Löwdin charges, unit e, in atom order: number 1, Pd, carries 1.080; number 2, Cl, carries 1.184; number 3, O, carries -0.280; number 4, O, carries -0.206; number 5, O, carries -0.411; number 6, O, carries 0.210; number 7, N, carries 0.318; number 8, N, carries 0.027; number 9, N, carries -0.166; number 10, N, carries -0.005; number 11, C, carries -0.019; number 12, C, carries -0.143; number 13, C, carries -0.016; number 14, C, carries -0.029; number 15, C, carries 0.034; number 16, C, carries 0.012; number 17, C, carries -0.025; number 18, C, carries -0.063; number 19, C, carries -0.027; number 20, C, carries -0.422; number 21, C, carries -0.215; number 22, C, carries -0.031; number 23, C, carries 0.008; number 24, C, carries -0.203; number 25, C, carries 0.018; number 26, C, carries -0.071; number 27, C, carries -0.059; number 28, C, carries -0.070; number 29, C, carries -0.064; number 30, C, carries -0.057; number 31, C, carries -0.059; number 32, C, carries -0.066; number 33, C, carries -0.059; number 34, C, carries -0.196; number 35, C, carries -0.061; number 36, C, carries -0.063; number 37, C, carries -0.200; number 38, C, carries -0.026; number 39, C, carries -0.036; number 40, C, carries -0.062; number 41, C, carries -0.022; number 42, C, carries -0.153; number 43, C, carries -0.196; number 44, C, carries -0.037; number 45, C, carries -0.178; number 46, C, carries 0.005; number 47, C, carries -0.194; number 48, C, carries -0.020; number 49, C, carries 0.009; number 50, C, carries 0.054; number 51, C, carries -0.555; number 52, C, carries -0.215; number 53, C, carries -0.062; number 54, C, carries -0.211; number 55, H, carries 0.111; number 56, H, carries 0.138; number 57, H, carries 0.128; number 58, H, carries 0.111; number 59, H, carries 0.111; number 60, H, carries 0.112; number 61, H, carries 0.146; number 62, H, carries 0.123; number 63, H, carries 0.117; number 64, H, carries 0.109; number 65, H, carries 0.109; number 66, H, carries 0.126; number 67, H, carries 0.110; number 68, H, carries 0.109; number 69, H, carries 0.124; number 70, H, carries 0.111; number 71, H, carries 0.120; number 72, H, carries 0.108; number 73, H, carries 0.124; number 74, H, carries 0.112; number 75, H, carries 0.125; number 76, H, carries 0.127; number 77, H, carries 0.110; number 78, H, carries 0.120; number 79, H, carries 0.109; number 80, H, carries 0.107; number 81, H, carries 0.114; number 82, H, carries 0.121

=====

No. 3
ORCA calculation (ωB97M-V with the def2-TZVPD basis set) on CsO8S2 as an isolated structure.

The calculation puts the energy above the lowest of the compared OMol25 structures with the same formula, charge and spin at 104.7 kcal per mole. For the orbital gap, the calculation gives 1.703 eV. The LUMO energy is 3.7 eV.

Geometry as ORCA input:
```
! RIJCOSX wB97M-V def2-TZVPD def2/J DEFGRID3
* xyz -3 1
Cs -1.60513 2.48430 1.62203
S 4.13752 0.31370 3.29647
S -3.78658 -0.84082 -3.64427
O -5.01941 -0.06657 -3.55234
O 4.91766 1.49885 3.23160
O 4.93892 -0.70844 3.91107
O -2.85477 -0.07179 -4.41471
O -4.07989 -2.07915 -4.38525
O 3.56739 -0.09625 2.01975
O 3.10669 0.70215 4.24597
O -3.32241 -1.13593 -2.33028
*
```

Löwdin charges, unit e, in atom order: number 1, Cs, carries 0.865; number 2, S, carries -0.014; number 3, S, carries -0.010; number 4, O, carries -0.510; number 5, O, carries -0.464; number 6, O, carries -0.462; number 7, O, carries -0.472; number 8, O, carries -0.504; number 9, O, carries -0.468; number 10, O, carries -0.497; number 11, O, carries -0.464